Record 1
Entry from the Open Molecules 2025 dataset: the ion C3N3O2S with charge -1 (ωB97M-V/def2-TZVPD).

Structure (XYZ):
```
9
Properties=species:S:1:pos:R:3:forces:R:3
C 0.38305 -1.81683 -0.02449 -0.20 -0.20 -0.20
C -1.86696 0.85782 -0.07520 0.14 0.62 0.60
C 1.26540 0.54667 -0.02817 -1.11 -1.82 -0.56
N 0.67375 -0.78007 -0.52207 0.41 2.36 0.21
N -0.86136 1.31896 0.35762 -0.45 -0.71 -0.16
N 0.45717 1.46254 0.35482 0.76 1.08 0.24
O 0.04749 -2.88610 0.31146 -0.09 -0.73 0.46
O -3.00117 0.62305 -0.28894 -0.79 -0.58 -0.54
S 2.90262 0.67395 -0.08503 1.34 -0.04 -0.05
```
Forces are in eV/Å.

- Energy relative to the best compared isomer or geometry (same formula, charge and spin): 0.0 kcal per mole
- Total charge: -1
- Frontier orbital gap: 7.3870 eV
- E_HOMO: -3.854 eV


Record 2
Entry from the Open Molecules 2025 dataset: a structure of composition C5H15B3O4PtSi (ωB97M-V/def2-TZVPD).

Structure (XYZ):
```
29
Properties=species:S:1:pos:R:3:forces:R:3
C 3.84634 -0.99412 0.44242 1.91 -0.80 0.41
Si 2.26812 0.10138 0.17759 -0.33 -0.37 -0.60
C 2.84985 1.94237 0.03289 0.83 0.98 0.77
C 1.48166 -0.39460 -1.50750 -0.37 -0.63 -1.34
O 1.23692 -0.11881 1.58144 -1.09 -0.59 -2.79
C -0.11036 -0.58990 1.22617 -0.74 -0.27 1.71
C -1.01851 0.70230 0.78302 0.12 -0.43 0.51
B -2.57577 0.19546 0.63462 -2.25 2.57 1.09
O -3.71712 1.17740 0.60224 3.02 -2.98 -3.14
B -4.08995 1.17291 -0.85685 -0.70 -1.76 1.80
O -4.46889 -0.13748 -1.42183 3.76 -0.36 3.25
B -3.70338 -1.25044 -0.82658 -2.33 1.17 -1.86
O -2.99905 -1.23982 0.47316 -0.27 1.73 -0.72
H 3.99120 -1.31155 1.57215 -0.37 0.63 -2.42
H 4.77161 -0.32781 0.10811 -1.97 -1.46 0.68
H 3.73777 -1.93522 -0.28081 0.11 2.01 1.61
H 3.76095 1.94776 -0.71773 -2.00 0.04 1.42
H 1.92777 2.57021 -0.33331 1.86 -1.11 0.71
H 3.23394 2.24976 1.11306 -0.89 -0.38 -2.35
H 0.46268 0.13920 -1.73891 1.94 -1.04 0.34
H 1.32859 -1.56885 -1.64252 0.23 2.46 0.38
H 2.23535 -0.09078 -2.38110 -1.55 -0.53 1.96
H -0.59246 -0.99808 2.23945 1.20 0.91 -2.13
H -0.13575 -1.49472 0.48002 0.28 1.95 1.03
H -0.95001 1.50078 1.65825 -0.30 -1.52 -1.90
H -0.69596 1.22062 -0.21509 -0.46 -0.98 1.83
H -4.02188 2.16005 -1.49088 -0.22 -0.04 -0.06
H -3.68475 -2.28671 -1.42535 -0.03 0.23 0.36
Pt -4.36889 -2.34131 1.71387 0.60 0.59 -0.54
```
Forces are in eV/Å.

- Total charge: +2
- Frontier orbital gap: 2.1647 eV
- E_HOMO: -15.638 eV


Record 3
Entry from the Open Molecules 2025 dataset: a structure of composition C20H51BaN4O10 (ωB97M-V/def2-TZVPD).

Structure (XYZ):
```
86
Properties=species:S:1:pos:R:3:forces:R:3
Ba 1.10013 -35.64663 10.18197 0.09 1.96 -0.14
N 0.65837 -33.04741 12.74600 1.96 6.18 2.75
O 0.63102 -34.17850 12.34897 0.50 -5.07 -2.97
O 1.48039 -32.16114 12.38963 0.16 -1.61 -1.77
O -0.06479 -32.72562 13.65565 -2.54 -0.15 1.44
C -2.31412 -31.80709 17.77572 -0.34 0.05 0.27
C -1.72129 -31.80772 16.38348 -0.45 1.57 0.89
O -0.40326 -31.27645 16.49473 0.02 -0.71 -0.46
H -3.34476 -32.16115 17.79911 0.09 -0.40 0.06
H -2.34762 -30.82853 18.25467 0.19 0.25 -0.31
H -1.64884 -32.41536 18.38852 -0.33 -0.38 0.30
H -2.25105 -31.07557 15.77405 -0.18 -0.29 -0.34
H -1.85901 -32.80739 15.97141 0.73 -0.07 -0.35
H -0.14908 -31.37759 17.41493 0.26 -0.02 -0.02
C 1.98652 -34.44129 6.53874 -0.60 0.53 -0.32
O 2.42332 -35.09751 7.71622 -0.27 -0.33 -0.21
C 3.80988 -35.39641 7.68657 0.35 -0.72 -0.17
C 4.02227 -36.79382 8.27150 0.56 1.17 -2.27
N 3.57365 -36.71254 9.59764 -0.77 1.09 0.36
C 3.74807 -37.91870 10.26499 0.74 -2.19 0.48
C 3.35007 -37.95243 11.67848 -0.56 0.18 1.36
O 2.20189 -37.09989 11.97235 1.49 -1.61 0.94
C 1.92989 -37.18064 13.37896 -0.07 0.73 0.99
H 0.93255 -34.18129 6.63698 0.03 0.01 0.37
H 2.02562 -35.04741 5.63365 0.49 -0.31 0.11
H 2.54044 -33.51211 6.40503 0.06 -0.05 -0.22
H 4.34151 -34.70162 8.33676 0.15 0.41 -0.15
H 4.19134 -35.32500 6.66800 0.09 0.04 0.05
H 5.08720 -37.02620 8.27652 0.27 -0.19 -0.49
H 3.49039 -37.51559 7.65163 -0.11 -0.20 0.26
H 4.13998 -35.97098 9.98424 0.12 0.11 0.78
H 4.78593 -38.24651 10.32412 0.52 -0.07 -0.41
H 3.26516 -38.74725 9.74689 -0.39 0.29 -0.45
H 4.19891 -37.70637 12.31648 -0.18 0.58 0.26
H 3.16815 -39.00752 11.88288 -0.52 -0.05 0.47
H 1.20027 -36.42513 13.67044 -0.36 -0.19 -0.50
H 2.77983 -36.90549 14.00345 0.57 0.07 -0.45
H 1.65658 -38.17046 13.74458 -0.34 -0.20 -0.56
C 3.89754 -27.75158 16.91519 -0.73 -1.17 0.98
O 4.15104 -28.68325 15.91470 -1.55 -0.46 -1.03
C 5.38300 -28.71730 15.31697 1.79 -1.03 1.54
C 5.67665 -30.07075 14.57500 -1.24 1.72 -0.84
N 4.71134 -31.12874 14.78542 0.42 -0.16 0.20
C 4.98613 -31.86366 16.02140 -1.47 -0.89 -0.49
C 4.08739 -33.20082 16.08433 0.56 0.54 -1.10
O 2.73584 -33.02589 15.63010 0.29 -0.51 0.05
C 1.86547 -34.12080 15.97628 0.63 1.19 1.62
H 4.54157 -27.90789 17.78057 0.97 0.60 -0.14
H 2.98662 -28.15014 17.36184 -0.59 0.59 -0.28
H 3.76721 -26.71557 16.60247 0.28 0.01 -0.07
H 6.07520 -28.71905 16.15897 0.74 0.44 0.11
H 5.61016 -27.84769 14.70029 -0.11 0.05 -0.30
H 6.70451 -30.40184 14.72325 0.34 0.20 0.29
H 5.57037 -29.76219 13.53499 0.19 -0.47 -0.31
H 4.90918 -31.73862 14.00503 -0.55 -0.47 -0.09
H 4.85329 -31.16209 16.84497 -0.42 -0.26 0.18
H 6.04020 -32.14119 16.02659 0.27 -0.54 0.31
H 4.22028 -33.78689 16.99370 -0.57 0.67 0.89
H 4.53092 -33.93136 15.40781 0.45 0.08 -0.75
H 0.83957 -33.94690 15.65167 0.34 0.31 -0.39
H 1.88231 -34.07418 17.06515 -0.52 -0.41 0.40
H 2.18257 -35.14086 15.75940 0.48 -0.01 -0.74
C 1.29079 -32.23567 8.61315 1.20 1.38 0.77
O 0.54298 -33.06188 9.42256 -3.13 -1.73 0.01
C -0.88630 -32.67811 9.40094 1.07 0.91 1.20
C -1.72209 -33.51548 10.35032 0.93 1.03 -0.38
N -1.54639 -34.89306 9.96256 -2.19 -1.06 1.36
C -2.27112 -35.71519 10.99082 1.19 -1.62 0.12
C -1.90138 -37.20177 10.79853 -1.05 1.76 -0.92
O -0.49939 -37.42847 10.96801 -1.71 -0.35 0.79
C -0.29970 -38.82718 11.04195 0.63 0.00 -0.37
H 2.23230 -32.74759 8.41419 -0.06 0.21 -0.15
H 1.49208 -31.38325 9.26196 0.40 0.57 -0.49
H 0.80261 -31.89897 7.69859 -0.11 -0.23 -0.12
H -1.23081 -32.65574 8.36706 -0.10 -0.27 -0.09
H -0.95587 -31.67261 9.81596 0.17 0.38 -0.34
H -2.77186 -33.24077 10.24717 -0.11 0.37 0.03
H -1.44421 -33.35629 11.39222 0.20 0.03 -0.11
H -2.18266 -34.89574 9.17818 0.26 -0.82 -0.79
H -3.35915 -35.66368 11.03129 -0.19 0.33 -0.69
H -1.99867 -35.44913 12.01213 0.56 0.41 -0.11
H -2.14743 -37.46261 9.76920 -0.06 -0.22 -0.27
H -2.61330 -37.75702 11.40924 0.74 -0.56 0.56
H -0.57304 -39.25395 10.07693 -0.22 -0.37 0.06
H -0.90584 -39.22483 11.85594 0.28 -0.30 -0.04
H 0.77418 -38.96410 11.16903 -0.16 -0.28 0.34
```
Forces are in eV/Å.

- Energy relative to the best compared isomer or geometry (same formula, charge and spin): 4.4 kcal per mole
- Total charge: +1
- Frontier orbital gap: 7.0365 eV
- E_HOMO: -9.789 eV


Record 4
Entry from the Open Molecules 2025 dataset: a structure of composition H2O5STl (ωB97M-V/def2-TZVPD).

Structure (XYZ):
```
9
Properties=species:S:1:pos:R:3:forces:R:3
Tl -1.44816 -1.17701 -0.39312 0.05 -0.10 0.11
S 0.65912 2.31961 -0.84758 -1.21 -1.16 0.76
O 0.14448 1.10472 -0.25554 0.29 0.42 -0.36
O -0.31117 3.06404 -1.62425 -0.22 0.28 -0.35
O 1.34685 3.17511 0.12725 0.60 0.16 -0.11
O 1.78023 2.13623 -1.78870 0.53 0.25 0.04
O -0.83855 -3.30301 1.30610 -0.03 0.23 -0.12
H -0.02807 -3.82101 1.35019 0.08 -0.05 -0.03
H -1.30474 -3.49868 2.12565 -0.07 -0.03 0.06
```
Forces are in eV/Å.

- Energy relative to the best compared isomer or geometry (same formula, charge and spin): 0.0 kcal per mole
- Total charge: +1
- Frontier orbital gap: 6.1126 eV
- E_HOMO: -16.156 eV


Record 5
Entry from the Open Molecules 2025 dataset: a structure of composition C40H46BiN4O2S5Se (ωB97M-V/def2-TZVPD).

Structure (XYZ):
```
99
Properties=species:S:1:pos:R:3:forces:R:3
Bi -1.90202 1.78336 0.22996 -0.94 -0.12 0.41
C 4.46519 -2.19317 -1.79149 0.00 0.02 0.01
C 3.20775 -3.00664 -2.09389 -0.13 -0.01 0.03
C 3.23457 -3.41040 -3.57470 0.04 0.01 -0.01
C 3.23027 -4.27137 -1.22147 0.02 0.02 0.01
C 1.93294 -2.21197 -1.79926 0.07 -0.02 0.00
C 1.93983 -0.92728 -1.29447 -0.14 0.00 0.02
C 0.74518 -0.26352 -1.02660 -0.11 0.11 0.01
Se 0.88313 1.45173 -0.16012 0.72 -0.42 -0.04
C 1.08842 0.79101 1.63600 0.00 0.14 -0.03
C 2.38425 0.62895 2.11175 -0.15 0.03 0.02
C 2.59866 0.10366 3.37454 0.07 0.00 -0.05
C 1.46099 -0.14838 4.14245 -0.02 0.02 0.05
C 0.15229 0.02976 3.71548 -0.05 0.00 0.02
C -0.06363 0.43304 2.36821 0.06 -0.07 0.00
O -1.26350 0.42454 1.83037 0.26 0.14 -0.16
C -0.96813 -0.25017 4.73733 0.00 -0.02 -0.05
C -0.95771 -1.74725 5.08492 0.02 0.00 0.00
C -0.69347 0.57779 6.00556 0.01 -0.01 0.01
C -2.38022 0.12376 4.27100 0.00 0.04 0.02
C 3.98843 -0.21625 3.92691 -0.07 0.01 0.02
C 4.05664 -1.71290 4.26844 0.02 0.00 0.00
C 5.08865 0.08610 2.90910 -0.02 0.03 -0.01
C 4.25587 0.60843 5.19342 0.01 0.00 0.00
C -0.53108 -0.82066 -1.26618 -0.02 -0.04 -0.03
O -1.64564 -0.16862 -1.06351 0.30 -0.04 -0.07
C -0.53299 -2.16686 -1.76893 0.02 0.01 -0.04
C 0.67637 -2.79440 -2.01301 -0.08 -0.01 -0.02
C -1.86495 -2.88458 -2.02681 0.03 0.14 0.06
C -2.63906 -2.13157 -3.12102 -0.01 -0.02 0.00
C -2.68491 -2.93230 -0.72607 0.00 0.00 -0.01
C -1.67016 -4.32497 -2.50412 -0.01 -0.01 0.00
H 5.35375 -2.79261 -2.00769 -0.03 0.02 0.00
H 4.50815 -1.28888 -2.40444 0.02 -0.03 0.05
H 4.50312 -1.90113 -0.73850 0.02 0.00 -0.05
H 4.14546 -3.97413 -3.80394 -0.05 0.02 0.01
H 2.37547 -4.03396 -3.83045 0.03 0.02 0.00
H 3.20739 -2.52203 -4.21093 0.00 -0.04 0.01
H 4.14640 -4.84698 -1.39389 -0.05 0.03 -0.01
H 3.18360 -4.00025 -0.16363 0.01 -0.03 -0.04
H 2.37677 -4.91638 -1.44040 0.03 0.01 0.02
H 2.86440 -0.40926 -1.07524 0.02 -0.03 -0.02
H 3.20148 0.91706 1.46330 0.02 -0.06 0.03
H 1.60837 -0.50454 5.15776 -0.01 -0.01 -0.07
H -0.00913 -2.05142 5.53782 -0.05 0.00 -0.03
H -1.76375 -1.97757 5.78933 0.04 0.02 -0.02
H -1.10968 -2.34343 4.18148 -0.01 0.01 0.05
H 0.25891 0.32433 6.47771 -0.05 0.01 -0.01
H -0.67891 1.64228 5.75864 -0.01 -0.04 0.03
H -1.48851 0.40485 6.73735 0.04 0.01 -0.03
H -2.71430 -0.48017 3.43122 -0.01 0.03 0.01
H -3.07214 -0.02758 5.10744 0.05 -0.01 -0.01
H -2.43876 1.17057 3.96987 -0.02 -0.05 -0.01
H 3.86172 -2.31246 3.37554 0.01 0.01 0.04
H 5.04743 -1.97535 4.65517 -0.05 0.02 -0.01
H 3.31302 -1.98192 5.02169 0.04 0.00 -0.03
H 4.94620 -0.49367 1.99292 0.03 0.05 0.03
H 5.11083 1.14790 2.64891 0.01 -0.06 -0.01
H 6.06230 -0.17881 3.33041 -0.03 0.01 -0.02
H 3.52441 0.38474 5.97330 0.03 0.02 -0.03
H 5.25387 0.39104 5.58904 -0.05 0.01 0.00
H 4.19506 1.67670 4.97165 0.01 -0.04 0.02
H 0.64962 -3.80856 -2.39519 0.03 0.06 0.03
H -2.75306 -1.08521 -2.84908 -0.01 0.00 -0.01
H -2.09823 -2.18682 -4.07115 -0.04 0.00 0.03
H -3.63262 -2.57384 -3.26203 0.07 0.01 0.01
H -2.85654 -1.93285 -0.33157 0.00 -0.03 0.00
H -3.65247 -3.41349 -0.90662 0.05 0.00 0.00
H -2.14948 -3.51164 0.03164 -0.03 0.02 -0.02
H -1.13172 -4.36948 -3.45553 -0.02 -0.02 0.05
H -1.12969 -4.92385 -1.76567 -0.03 0.00 -0.04
H -2.65207 -4.78265 -2.65471 0.04 0.01 0.01
S -3.33420 5.62075 -7.18421 -0.06 0.13 -0.27
N -2.30006 6.02114 -6.00818 -0.01 0.03 -0.11
C -2.43104 5.10846 -5.06838 -0.03 -0.22 0.25
C -1.69470 5.06736 -3.81669 -0.01 -0.01 -0.05
C -0.73582 6.01783 -3.46707 -0.01 0.05 -0.08
C -0.09596 5.90630 -2.25516 0.02 0.02 -0.01
C -0.42192 4.82968 -1.42937 0.03 -0.02 0.00
N -1.31845 3.91698 -1.75866 0.03 0.00 0.14
C -1.96496 4.02693 -2.92179 -0.01 0.04 0.01
C -3.00054 3.01648 -3.22213 -0.14 -0.12 0.06
N -3.26363 2.10411 -2.28001 -0.10 0.04 -0.23
C -4.19396 1.19361 -2.50732 0.11 0.07 0.05
C -4.91180 1.12227 -3.70244 -0.05 -0.07 0.05
C -4.66087 2.06081 -4.67233 -0.01 0.07 -0.14
C -3.69670 3.04077 -4.43457 0.02 0.06 -0.06
C -3.40286 4.10717 -5.37735 0.13 -0.05 0.29
N -3.98379 4.28543 -6.54572 0.00 0.04 -0.09
H -0.52100 6.82306 -4.15880 0.01 0.00 0.04
H 0.64523 6.62814 -1.93869 -0.02 -0.02 -0.01
H 0.04769 4.70224 -0.45823 -0.03 0.01 -0.02
H -4.37571 0.49230 -1.69890 0.00 0.00 -0.06
H -5.65135 0.34536 -3.84580 0.03 0.03 0.02
H -5.19430 2.06941 -5.61496 -0.01 -0.02 0.03
S -1.28050 3.72047 2.03748 0.13 0.01 0.15
S -3.21286 4.42315 1.81742 -0.25 -0.06 -0.09
S -4.44461 2.95347 2.57350 0.14 0.31 0.15
S -4.55990 1.47886 1.14307 0.12 -0.16 -0.17
```
Forces are in eV/Å.

- Energy relative to the best compared isomer or geometry (same formula, charge and spin): 3.7 kcal per mole
- Total charge: -1
- Frontier orbital gap: 5.3259 eV
- E_HOMO: -4.172 eV